Version a
{
  "formula": "C3H6N2O2",
  "method": "the ωB97M-V functional and the def2-TZVPD basis",
  "multiplicity": 1,
  "e_lumo_ev": -0.199,
  "smiles": "CNN(C=O)C=O",
  "gap_ha": 0.353,
  "elements": ["C", "C", "C", "H", "H", "H", "H", "H", "H", "N", "N", "O", "O"],
  "coordinates": [[-0.16, 1.69, -0.24], [1.43, -1.08, -0.15], [-1.04, -1.35, 0.00], [-0.21, 2.68, 0.27], [-1.19, 1.61, -0.86], [0.69, 1.64, -1.00], [-0.56, 0.68, 1.72], [1.28, -1.93, -0.90], [-0.86, -2.23, -0.56], [0.13, 0.63, 0.74], [0.16, -0.63, 0.06], [2.55, -0.71, 0.49], [-2.22, -1.00, 0.42]]
}

Version b
{
  "formula": "C3H6N2O2",
  "method": "the ωB97M-V functional and the def2-TZVPD basis",
  "multiplicity": 1,
  "e_lumo_ev": 0.127,
  "smiles": "[H]/N=C/NOCC=O",
  "gap_ha": 0.331,
  "elements": ["C", "C", "C", "H", "H", "H", "H", "H", "H", "N", "N", "O", "O"],
  "coordinates": [[-0.54, -0.57, -1.54], [0.64, -0.07, 1.12], [1.51, 1.12, 1.63], [-1.56, -1.70, -2.93], [0.58, -0.43, -1.75], [-2.28, 0.12, -0.52], [0.20, -0.67, 2.08], [0.96, -0.83, 0.58], [1.88, 0.84, 2.75], [-1.74, -1.22, -2.17], [-1.06, 0.36, -0.75], [-0.18, 0.79, 0.35], [1.59, 2.26, 1.16]]
}

Version c
{
  "formula": "C3H6N2O2",
  "method": "the ωB97M-V functional and the def2-TZVPD basis",
  "multiplicity": 1,
  "e_lumo_ev": 0.522,
  "smiles": "N=C=NC=O.CO",
  "gap_ha": 0.398,
  "elements": ["C", "O", "C", "N", "N", "C", "O", "H", "H", "H", "H", "H", "H"],
  "coordinates": [[0.58, -2.60, 0.42], [1.34, -1.43, 0.12], [-0.61, 1.34, 0.08], [-0.83, 0.23, -0.37], [-0.48, 2.44, 0.61], [-0.55, 3.61, -0.18], [-0.41, 4.70, 0.28], [1.23, -3.42, 0.72], [0.06, -2.88, -0.50], [-0.17, -2.42, 1.19], [-0.04, -0.40, -0.56], [1.60, -1.02, 0.95], [-0.77, 3.42, -1.25]]
}

Version d
{
  "formula": "C3H6N2O2",
  "method": "the ωB97M-V functional and the def2-TZVPD basis",
  "multiplicity": 1,
  "e_lumo_ev": 0.657,
  "gap_ha": 0.346,
  "elements": ["N", "C", "O", "C", "O", "C", "N", "H", "H", "H", "H", "H", "H"],
  "coordinates": [[-1.36, 0.65, -0.64], [-1.40, 0.01, 0.57], [-2.38, -0.01, 1.28], [-0.13, -0.73, 0.97], [1.06, 0.07, 1.21], [2.07, 0.20, 0.39], [1.63, 0.10, -0.95], [-2.25, 0.99, -0.98], [-0.68, 0.34, -1.32], [0.11, -1.49, 0.21], [-0.32, -1.19, 1.93], [1.21, 1.01, -1.11], [2.44, 0.06, -1.56]]
}

Relative to the most stable structure, the computed energies are version a 2.084; version b 6.013; version c 0.000; version d 0.911, all in eV.

Version a
{
  "formula": "C4H6N2O2S2",
  "method": "the ωB97M-V functional and the def2-TZVPD basis",
  "multiplicity": 1,
  "e_lumo_ev": -1.194,
  "gap_ha": 0.266,
  "elements": ["C", "C", "C", "C", "N", "N", "O", "O", "S", "S", "H", "H", "H", "H", "H", "H"],
  "coordinates": [[-0.08, 0.27, -1.96], [1.24, 0.28, -1.91], [-0.35, 0.57, 0.38], [0.19, 1.08, 3.08], [-0.85, 0.53, -0.76], [2.38, 0.47, -1.44], [-3.00, -3.12, -1.14], [-0.73, -3.58, -1.96], [-1.21, 1.03, 1.83], [-1.96, -2.76, -2.07], [-0.71, 0.03, -2.79], [0.72, 0.54, 0.50], [0.48, 2.10, 3.36], [0.95, 0.58, 2.38], [0.14, 0.52, 4.03], [2.77, 1.46, -1.52]]
}

Version b
{
  "formula": "C4H6N2O2S2",
  "method": "the ωB97M-V functional and the def2-TZVPD basis",
  "multiplicity": 1,
  "e_lumo_ev": 0.484,
  "smiles": "Oc1cn2ssn1[C@@H](O)C2",
  "gap_ha": 0.318,
  "elements": ["C", "C", "C", "C", "N", "N", "O", "O", "S", "S", "H", "H", "H", "H", "H", "H"],
  "coordinates": [[0.74, 0.34, -1.56], [0.57, 1.33, -0.63], [0.23, -1.39, 0.13], [0.04, -0.29, 1.19], [1.17, -1.00, -0.99], [0.83, 0.97, 0.75], [0.26, 2.61, -0.86], [-1.35, 0.21, 1.52], [2.79, -0.72, -0.35], [2.46, 0.83, 1.04], [0.68, 0.39, -2.59], [0.59, -2.35, 0.56], [-0.68, -1.67, -0.46], [0.49, -0.42, 2.26], [-0.06, 2.78, -1.73], [-1.86, 0.20, 0.69]]
}

Relative to the most stable structure, the computed energies are version a 0.639; version b 0.000, all in eV.

Version a
{
  "formula": "C3H7NO2S",
  "method": "the ωB97M-V functional and the def2-TZVPD basis",
  "multiplicity": 1,
  "e_lumo_ev": 0.694,
  "smiles": "O=C(O)NCCS",
  "gap_ha": 0.362,
  "elements": ["C", "C", "S", "N", "C", "O", "O", "H", "H", "H", "H", "H", "H", "H"],
  "coordinates": [[-0.61, 0.57, -0.19], [-0.95, -0.73, 0.57], [-1.98, -0.41, 2.03], [0.81, 0.89, -0.25], [1.50, 0.29, -1.30], [2.53, 1.07, -1.70], [1.24, -0.76, -1.82], [-1.15, 1.40, 0.29], [-0.95, 0.58, -1.22], [-1.42, -1.47, -0.06], [0.01, -1.11, 0.91], [-2.04, -1.67, 2.42], [1.39, 1.06, 0.56], [2.77, 0.78, -2.60]]
}

Version b
{
  "formula": "C3H7NO2S",
  "method": "the ωB97M-V functional and the def2-TZVPD basis",
  "multiplicity": 1,
  "e_lumo_ev": 0.595,
  "smiles": "CCOC(=O)NS",
  "gap_ha": 0.359,
  "elements": ["C", "C", "C", "H", "H", "H", "H", "H", "H", "H", "N", "O", "O", "S"],
  "coordinates": [[-2.70, 0.71, 0.39], [-2.24, -0.60, -0.43], [-0.13, -0.06, 0.02], [-3.66, 0.77, 0.05], [-2.29, 1.70, -0.02], [-2.45, 0.76, 1.58], [-2.06, -0.05, -1.51], [-3.02, -1.40, -0.32], [1.06, -1.52, 0.74], [2.55, 1.49, 0.60], [1.03, -0.56, 0.50], [-0.98, -0.98, 0.00], [-0.11, 1.08, -0.30], [2.61, 0.07, -0.13]]
}

Version c
{
  "formula": "C3H7NO2S",
  "method": "the ωB97M-V functional and the def2-TZVPD basis",
  "multiplicity": 1,
  "e_lumo_ev": 0.824,
  "smiles": "CO[C@@H]1O[C@H]1NS",
  "gap_ha": 0.369,
  "elements": ["C", "C", "C", "N", "O", "O", "S", "H", "H", "H", "H", "H", "H", "H"],
  "coordinates": [[0.48, 0.77, -0.63], [0.11, -0.37, 0.23], [-1.13, -0.56, 2.33], [1.16, 0.51, -1.88], [1.27, 0.34, 0.54], [-1.04, -0.01, 1.01], [0.16, 0.06, -3.27], [-0.12, 1.76, -0.68], [0.40, -1.41, -0.14], [-2.05, -0.37, 2.80], [-0.38, -0.11, 2.87], [-0.87, -1.65, 2.48], [1.85, -0.24, -1.85], [0.15, 1.28, -3.82]]
}

Version d
{
  "formula": "C3H7NO2S",
  "method": "the ωB97M-V functional and the def2-TZVPD basis",
  "multiplicity": 1,
  "e_lumo_ev": 0.635,
  "smiles": "N[C@@H](CS)C(=O)O",
  "gap_ha": 0.356,
  "elements": ["O", "C", "O", "C", "C", "S", "N", "H", "H", "H", "H", "H", "H", "H"],
  "coordinates": [[1.89, -1.43, -0.94], [1.23, -0.97, -0.05], [1.45, -1.29, 1.25], [0.20, 0.16, -0.32], [-0.74, 0.40, 0.87], [-1.30, 2.09, 1.05], [-0.51, -0.08, -1.51], [2.39, -1.52, 1.31], [0.86, 1.02, -0.42], [-1.52, -0.36, 0.80], [-0.17, 0.23, 1.77], [-2.30, 2.08, 0.15], [-1.45, -0.42, -1.57], [-0.03, 0.10, -2.37]]
}

Relative to the most stable structure, the computed energies are version a 0.000; version b 2.785; version c 3.250; version d 0.243, all in eV.

Version a
{
  "formula": "C3H7NO2S",
  "method": "the ωB97M-V functional and the def2-TZVPD basis",
  "multiplicity": 1,
  "e_lumo_ev": 0.341,
  "smiles": "C=NC=O.CSO",
  "gap_ha": 0.317,
  "elements": ["C", "C", "C", "N", "O", "O", "S", "H", "H", "H", "H", "H", "H", "H"],
  "coordinates": [[-1.50, -1.69, -0.15], [-1.71, 0.21, -1.68], [2.39, 0.85, 0.55], [-1.99, -0.64, -0.80], [-0.80, -1.65, 0.84], [0.14, 0.74, 1.97], [0.75, 1.61, 0.72], [-1.96, -2.63, -0.51], [-2.43, 0.99, -1.87], [-0.79, 0.20, -2.26], [-0.21, -0.12, 1.65], [2.96, 1.45, -0.15], [2.29, -0.17, 0.17], [2.88, 0.84, 1.52]]
}

Version b
{
  "formula": "C3H7NO2S",
  "method": "the ωB97M-V functional and the def2-TZVPD basis",
  "multiplicity": 1,
  "e_lumo_ev": 0.650,
  "smiles": "CC[C@H]1NS1(=O)=O",
  "gap_ha": 0.406,
  "elements": ["C", "C", "C", "N", "O", "O", "S", "H", "H", "H", "H", "H", "H", "H"],
  "coordinates": [[0.37, 0.38, 0.62], [-1.71, -0.22, -0.62], [-0.72, -0.73, 0.44], [1.68, -0.06, 1.00], [2.24, 1.79, -0.73], [1.65, -0.46, -1.61], [1.61, 0.47, -0.54], [0.15, 1.58, 0.80], [-2.29, -1.16, -0.91], [-1.19, 0.23, -1.48], [-2.38, 0.51, -0.10], [-0.17, -1.60, 0.03], [-1.31, -1.03, 1.32], [2.07, 0.31, 1.77]]
}

Relative to the most stable structure, the computed energies are version a 0.000; version b 1.418, all in eV.

Version a
{
  "formula": "C3H5BrO",
  "method": "the ωB97M-V functional and the def2-TZVPD basis",
  "multiplicity": 1,
  "e_lumo_ev": [-0.345, -0.309],
  "gap_ha": [0.329, 0.343],
  "elements": ["C", "C", "C", "O", "Br", "H", "H", "H", "H", "H"],
  "coordinates": [[0.48, 0.30, 0.36], [1.67, -0.38, 0.95], [-0.80, -0.27, -0.13], [0.80, 0.38, 1.71], [3.54, 0.01, 0.60], [0.40, 2.16, -0.42], [1.67, -1.43, 1.15], [-1.41, -0.44, 0.71], [-0.55, -1.24, -0.58], [-1.29, 0.42, -0.80]]
}

Version b
{
  "formula": "C3H5BrO",
  "method": "the ωB97M-V functional and the def2-TZVPD basis",
  "multiplicity": 1,
  "e_lumo_ev": [-0.318, -0.273],
  "gap_ha": [0.321, 0.353],
  "elements": ["C", "C", "C", "O", "Br", "H", "H", "H", "H", "H"],
  "coordinates": [[-0.70, -0.70, -0.21], [-1.76, -0.07, 0.52], [0.78, -0.26, -0.24], [-1.21, -1.30, 0.93], [-3.55, 0.19, -0.28], [-2.12, -1.71, -2.06], [-1.42, 0.65, 1.26], [1.00, 0.26, 0.59], [0.95, 0.38, -1.17], [1.36, -1.17, -0.28]]
}

Version c
{
  "formula": "C3H5BrO",
  "method": "the ωB97M-V functional and the def2-TZVPD basis",
  "multiplicity": 1,
  "e_lumo_ev": 0.702,
  "smiles": "C=CBr.C=O",
  "gap_ha": 0.380,
  "elements": ["C", "C", "C", "O", "Br", "H", "H", "H", "H", "H"],
  "coordinates": [[1.46, 2.10, 0.05], [0.51, 1.28, -0.38], [-1.33, -2.46, 0.12], [-2.49, -2.33, -0.15], [-1.27, 1.41, 0.08], [1.39, 2.90, 0.73], [2.43, 1.99, -0.17], [-0.66, -3.25, -0.39], [-0.90, -2.01, 1.00], [0.86, 0.37, -0.90]]
}

Relative to the most stable structure, the computed energies are version a 3.004; version b 4.048; version c 0.000, all in eV.